1.
Density functional theory data (ωB97M-V/def2-TZVPD) for a 21-piece molecular cluster, C12H46Cl4N2O20S overall.

Atoms and positions in Å:
Cl  -3.64120  4.85183  -2.92245
Cl  6.01013  -1.87643  1.04961
Cl  4.71512  0.67666  -0.29715
Cl  1.05330  -3.46889  2.65428
N  -0.46314  -0.17966  0.34861
N  0.05128  -1.01969  1.18232
S  -2.14638  -0.28870  0.29690
C  -3.82573  3.18779  -0.72822
C  -2.36831  2.54879  -2.52107
C  3.42740  -2.46662  1.72699
C  2.30101  -0.21096  0.61437
C  -3.45516  2.06896  -0.00272
C  -2.11708  1.31459  -1.82942
C  -3.28602  3.46150  -2.01271
C  4.28658  -1.61423  1.03508
C  3.71194  -0.48982  0.46614
C  2.01900  -2.22295  1.83871
C  1.41547  -1.10975  1.21838
C  -2.56600  1.20608  -0.54251
H  -4.59606  3.87741  -0.26565
H  -1.95780  2.60388  -3.57232
H  3.89765  -3.36828  2.14161
H  1.88639  0.73804  0.16858
H  -3.88996  1.87726  1.01116
H  -1.42244  0.52566  -2.26634
O  -6.52322  2.92490  1.83119
H  -6.33555  1.93166  1.78648
H  -6.60876  3.27239  0.88478
O  0.10520  2.96107  -5.60298
H  -0.06549  1.96984  -5.71293
H  -0.61915  3.46269  -6.10044
O  2.49649  2.61461  -2.28499
H  2.18652  1.76856  -2.74530
H  1.80229  2.87031  -1.59473
O  5.25626  -2.73309  4.79587
H  5.54102  -3.50575  4.20793
H  5.88827  -1.96071  4.62929
O  0.37281  3.26320  -0.58318
H  -0.27781  2.49036  -0.52671
H  0.27735  3.81762  0.25781
O  2.84660  -1.51533  4.73217
H  3.73312  -1.96804  4.55078
H  2.54002  -1.06887  3.87751
O  -6.11936  2.38542  -3.02463
H  -6.60018  1.50329  -3.14469
H  -5.24577  2.33995  -3.53310
O  1.39963  0.47389  -3.53790
H  1.84702  -0.36342  -3.88792
H  0.51442  0.58160  -4.01598
O  -0.95926  -5.64454  3.67346
H  -0.38527  -5.98856  2.91454
H  -0.37740  -5.56429  4.49733
O  -3.69219  1.62644  3.96049
H  -2.80735  1.87329  3.53637
H  -3.50930  0.98220  4.71895
O  -0.90202  5.69208  -4.40894
H  -1.31850  5.31932  -5.25236
H  0.06618  5.91051  -4.60550
O  0.63701  -6.42806  1.68645
H  0.27048  -6.91827  0.88078
H  1.26104  -5.70288  1.35712
O  4.42663  -6.44459  1.21795
H  4.42743  -6.26861  2.21434
H  3.82766  -5.75848  0.77722
O  2.86300  -2.59096  -1.45916
H  3.48249  -3.19991  -1.97798
H  2.88833  -1.67533  -1.88897
O  4.15099  3.84117  0.01578
H  3.78007  3.35714  -0.79161
H  3.39837  3.96904  0.67984
O  -1.14766  2.04908  2.71747
H  -0.62333  1.35407  2.20191
H  -0.68005  2.93996  2.61055
O  -2.03677  -3.43907  1.30432
H  -1.31998  -2.74085  1.45422
H  -2.93852  -2.99449  1.41818
O  -0.80096  0.30107  -5.18367
H  -1.61464  -0.17390  -4.81477
H  -0.90169  0.36461  -6.18845
O  -7.00131  3.73050  -0.76759
H  -6.63511  3.32540  -1.61938
H  -7.97401  3.96254  -0.92175
O  4.84799  -5.52739  3.66406
H  4.11043  -5.91070  4.24098
H  5.73547  -5.76615  4.08731

Total charge: 0
Maximum force, eV/Å: 3.4

Partial charges, Löwdin, in e: atom 1 (Cl): 0.762, atom 2 (Cl): 0.692, atom 3 (Cl): 0.751, atom 4 (Cl): 0.785, atom 5 (N): -0.268, atom 6 (N): -0.044, atom 7 (S): 1.034, atom 8 (C): -0.070, atom 9 (C): -0.096, atom 10 (C): -0.133, atom 11 (C): -0.015, atom 12 (C): -0.102, atom 13 (C): -0.119, atom 14 (C): -0.699, atom 15 (C): -0.690, atom 16 (C): -0.682, atom 17 (C): -0.525, atom 18 (C): -0.325, atom 19 (C): -0.582, atom 20 (H): 0.127, atom 21 (H): 0.114, atom 22 (H): 0.094, atom 23 (H): 0.117, atom 24 (H): 0.122, atom 25 (H): 0.116, atom 26 (O): -0.136, atom 27 (H): 0.059, atom 28 (H): -0.008, atom 29 (O): -0.105, atom 30 (H): 0.011, atom 31 (H): 0.057, atom 32 (O): -0.151, atom 33 (H): 0.003, atom 34 (H): 0.006, atom 35 (O): -0.104, atom 36 (H): 0.051, atom 37 (H): 0.102, atom 38 (O): -0.090, atom 39 (H): 0.048, atom 40 (H): 0.093, atom 41 (O): -0.137, atom 42 (H): -0.005, atom 43 (H): 0.037, atom 44 (O): -0.104, atom 45 (H): 0.103, atom 46 (H): 0.077, atom 47 (O): -0.105, atom 48 (H): 0.095, atom 49 (H): 0.026, atom 50 (O): -0.167, atom 51 (H): -0.028, atom 52 (H): 0.053, atom 53 (O): -0.136, atom 54 (H): 0.005, atom 55 (H): 0.067, atom 56 (O): -0.144, atom 57 (H): 0.042, atom 58 (H): 0.080, atom 59 (O): -0.125, atom 60 (H): 0.108, atom 61 (H): 0.039, atom 62 (O): -0.136, atom 63 (H): -0.007, atom 64 (H): 0.046, atom 65 (O): -0.096, atom 66 (H): 0.086, atom 67 (H): 0.062, atom 68 (O): -0.153, atom 69 (H): 0.003, atom 70 (H): 0.055, atom 71 (O): -0.102, atom 72 (H): 0.046, atom 73 (H): 0.092, atom 74 (O): -0.162, atom 75 (H): -0.027, atom 76 (H): 0.050, atom 77 (O): -0.111, atom 78 (H): 0.114, atom 79 (H): 0.112, atom 80 (O): -0.124, atom 81 (H): 0.023, atom 82 (H): 0.100, atom 83 (O): -0.095, atom 84 (H): 0.122, atom 85 (H): 0.117


2.
Density functional theory data (ωB97M-V/def2-TZVPD) for a 13-piece molecular cluster, C12H48ClN24O16 overall.

Atoms and positions in Å:
Cl  -0.03110  -0.23867  0.24348
O  1.29199  -0.47195  -0.23209
O  -0.08330  0.39640  1.53435
O  -0.76241  0.63277  -0.65444
O  -0.70618  -1.55012  0.32171
C  0.96665  4.26057  1.21163
O  0.86796  4.00107  2.40535
N  0.68061  3.40630  0.18754
N  1.36954  5.51356  0.82082
H  0.17783  2.55370  0.34814
H  0.90745  3.72775  -0.73356
H  1.68992  6.05096  1.60521
H  1.36074  5.67610  -0.16635
C  2.82203  1.73796  4.88607
O  3.65353  1.26766  5.66272
N  2.48336  1.06380  3.75455
N  2.30489  2.97951  4.95228
H  2.89441  0.16225  3.59752
H  1.86258  1.38077  3.02957
H  2.38591  3.49114  5.81579
H  1.44223  3.21966  4.49076
C  -0.79888  2.44768  -3.89777
O  -0.66834  1.23196  -4.01921
N  -0.59460  3.27648  -4.90727
N  -1.15221  3.04683  -2.70338
H  -0.29305  2.78321  -5.73308
H  -0.33933  4.24035  -4.79385
H  -0.94522  2.39434  -1.95197
H  -0.97458  4.02635  -2.57157
C  -4.26826  -2.10530  1.12975
O  -3.51665  -2.76848  1.86929
N  -5.55768  -2.49143  0.95117
N  -3.78660  -1.16495  0.31144
H  -5.74201  -3.33574  1.46498
H  -6.15879  -2.08248  0.26310
H  -2.81122  -0.92132  0.40800
H  -4.41584  -0.64505  -0.27330
C  -4.48169  1.14047  -2.72183
O  -5.47175  0.84773  -3.40398
N  -3.49465  0.23431  -2.51225
N  -4.38495  2.27746  -1.99871
H  -3.64875  -0.69397  -2.86261
H  -2.68806  0.41808  -1.93712
H  -5.08201  2.98427  -2.14862
H  -3.42631  2.50539  -1.78841
C  -2.50415  2.97092  2.11581
O  -3.46540  3.67112  2.46920
N  -2.19532  2.82019  0.80527
N  -1.71406  2.36349  3.02065
H  -2.67909  3.27162  0.05873
H  -1.32037  2.35141  0.62825
H  -1.24162  1.51937  2.73077
H  -2.00055  2.53330  3.96737
C  -0.21621  -2.33481  -3.79232
O  0.14310  -3.39823  -3.27976
N  0.16152  -2.00261  -5.05400
N  -0.87501  -1.35038  -3.12805
H  -0.51282  -1.35829  -5.44509
H  0.67944  -2.57326  -5.69141
H  -0.96794  -0.44331  -3.55479
H  -0.99466  -1.58503  -2.15388
C  -0.77324  -1.12728  4.39395
O  -0.63702  -0.96501  5.61640
N  0.19119  -1.71006  3.65996
N  -1.92447  -0.87975  3.70593
H  0.00088  -1.54304  2.67931
H  1.10246  -1.98563  3.96205
H  -2.74750  -0.56628  4.18961
H  -2.14328  -1.60238  3.03431
C  2.75166  -3.85515  -0.91308
O  3.25037  -3.08322  -1.73448
N  3.59586  -4.61512  -0.14658
N  1.43055  -3.97626  -0.69275
H  3.27465  -5.25377  0.55766
H  4.51353  -4.21271  -0.08185
H  0.89666  -3.25028  -1.15060
H  1.05790  -4.22166  0.20628
C  3.04072  1.47553  -3.96274
O  4.24724  1.65027  -3.75342
N  2.34258  2.26959  -4.81512
N  2.37355  0.42732  -3.41712
H  1.35934  2.14143  -4.96039
H  2.87083  2.97554  -5.29383
H  2.81737  0.06752  -2.59014
H  1.41158  0.31246  -3.68709
C  -1.15780  -5.16216  3.26169
O  -0.50438  -5.97067  3.92106
N  -2.04884  -4.30972  3.83146
N  -0.95926  -4.94579  1.92720
H  -2.66855  -3.86400  3.16946
H  -2.25556  -4.33520  4.80995
H  -1.46930  -4.19068  1.49928
H  -0.14663  -5.39098  1.54966
C  5.20198  -0.76165  0.07974
O  4.50749  -1.44398  0.83908
N  4.71702  -0.31386  -1.10402
N  6.46964  -0.36608  0.34119
H  5.24518  0.26545  -1.72364
H  3.81606  -0.77541  -1.20447
H  6.87021  0.41314  -0.14327
H  6.90525  -0.68329  1.18868

Total charge: -1
Energy above the lowest of the compared OMol25 structures with the same formula, charge and spin, kcal/mol: 0.00
Maximum force, eV/Å: 3.8

Atomic partial charges in e from the Löwdin method, atoms 1 to 99: atom 1 (Cl): 0.682, atom 2 (O): -0.285, atom 3 (O): -0.354, atom 4 (O): -0.396, atom 5 (O): -0.357, atom 6 (C): -0.645, atom 7 (O): 0.021, atom 8 (N): 0.173, atom 9 (N): 0.147, atom 10 (H): 0.034, atom 11 (H): 0.085, atom 12 (H): 0.108, atom 13 (H): 0.083, atom 14 (C): -0.693, atom 15 (O): -0.006, atom 16 (N): 0.169, atom 17 (N): 0.151, atom 18 (H): 0.098, atom 19 (H): 0.071, atom 20 (H): 0.099, atom 21 (H): 0.066, atom 22 (C): -0.654, atom 23 (O): 0.003, atom 24 (N): 0.168, atom 25 (N): 0.180, atom 26 (H): 0.117, atom 27 (H): 0.117, atom 28 (H): 0.061, atom 29 (H): 0.100, atom 30 (C): -0.637, atom 31 (O): -0.034, atom 32 (N): 0.163, atom 33 (N): 0.198, atom 34 (H): 0.110, atom 35 (H): 0.100, atom 36 (H): 0.071, atom 37 (H): 0.092, atom 38 (C): -0.691, atom 39 (O): -0.005, atom 40 (N): 0.161, atom 41 (N): 0.164, atom 42 (H): 0.108, atom 43 (H): 0.054, atom 44 (H): 0.110, atom 45 (H): 0.048, atom 46 (C): -0.678, atom 47 (O): -0.021, atom 48 (N): 0.170, atom 49 (N): 0.179, atom 50 (H): 0.080, atom 51 (H): 0.015, atom 52 (H): 0.049, atom 53 (H): 0.114, atom 54 (C): -0.667, atom 55 (O): 0.015, atom 56 (N): 0.151, atom 57 (N): 0.166, atom 58 (H): 0.090, atom 59 (H): 0.102, atom 60 (H): 0.025, atom 61 (H): 0.078, atom 62 (C): -0.690, atom 63 (O): -0.013, atom 64 (N): 0.179, atom 65 (N): 0.154, atom 66 (H): 0.052, atom 67 (H): 0.113, atom 68 (H): 0.106, atom 69 (H): 0.046, atom 70 (C): -0.673, atom 71 (O): -0.001, atom 72 (N): 0.148, atom 73 (N): 0.177, atom 74 (H): 0.087, atom 75 (H): 0.091, atom 76 (H): 0.062, atom 77 (H): 0.072, atom 78 (C): -0.672, atom 79 (O): -0.010, atom 80 (N): 0.158, atom 81 (N): 0.205, atom 82 (H): 0.038, atom 83 (H): 0.102, atom 84 (H): 0.071, atom 85 (H): 0.065, atom 86 (C): -0.685, atom 87 (O): -0.008, atom 88 (N): 0.163, atom 89 (N): 0.162, atom 90 (H): 0.038, atom 91 (H): 0.108, atom 92 (H): 0.074, atom 93 (H): 0.083, atom 94 (C): -0.686, atom 95 (O): 0.005, atom 96 (N): 0.166, atom 97 (N): 0.145, atom 98 (H): 0.086, atom 99 (H): 0.068


3.
Density functional theory data (ωB97M-V/def2-TZVPD) for a 12-piece molecular cluster, C12H48N24O12 overall.

Atoms and positions in Å:
N  -2.91993  2.02042  -4.14230
C  -2.86947  3.24833  -3.69879
N  -2.61200  4.04067  -4.65400
O  -2.78195  3.56465  -2.49570
H  -2.92570  1.88723  -5.14346
H  -3.33249  1.35082  -3.50864
H  -2.69109  3.57540  -5.54696
H  -2.40930  5.02724  -4.57864
N  1.58112  0.21220  -5.12297
C  0.40811  -0.27665  -4.70772
N  -0.27369  0.67583  -4.25195
O  0.10151  -1.44697  -4.90036
H  1.96296  1.12657  -4.92746
H  2.26634  -0.47718  -5.39743
H  -1.23292  0.45365  -4.02698
H  0.16773  1.58372  -4.28339
N  1.38114  -4.22312  -2.17889
C  1.84882  -3.02177  -2.05544
N  0.87965  -2.23636  -1.56588
O  3.00634  -2.68621  -2.32684
H  2.00018  -4.99664  -2.37526
H  0.38183  -4.32076  -2.06961
H  0.00281  -2.49331  -1.13549
H  1.06044  -1.24404  -1.51384
N  3.48316  3.80568  -0.16831
C  2.27137  4.28716  -0.33744
N  2.27197  5.45622  -0.91406
O  1.32137  3.64883  -0.00367
H  4.18051  4.48357  -0.44083
H  3.70272  3.15729  0.57431
H  3.13050  5.87543  -1.24162
H  1.39890  5.88413  -1.18743
N  -1.77316  -2.57546  -2.94341
C  -2.76658  -1.77911  -2.59860
N  -3.44079  -2.34327  -1.62804
O  -2.98772  -0.70907  -3.08015
H  -1.56048  -3.34270  -2.32194
H  -1.02876  -2.20098  -3.51415
H  -3.53655  -3.34101  -1.50377
H  -4.01951  -1.74941  -1.05140
N  1.88003  -1.81268  2.29325
C  2.18400  -1.30854  3.43465
N  1.46176  -1.90346  4.34791
O  3.09722  -0.50417  3.58462
H  1.05989  -2.40176  2.27171
H  2.33812  -1.50836  1.44611
H  1.67690  -1.62784  5.29546
H  0.65224  -2.47400  4.14978
N  4.54612  0.20442  0.64516
C  3.76288  -0.28430  -0.25047
N  4.48033  -0.40672  -1.31645
O  2.56591  -0.53617  -0.06985
H  5.50964  0.42219  0.43466
H  4.18281  0.46448  1.55095
H  4.03810  -1.12113  -1.87695
H  5.44036  -0.09601  -1.36013
N  -3.47821  -1.78166  1.32388
C  -4.15448  -0.84509  1.94959
N  -5.21254  -1.26656  2.59216
O  -3.86435  0.30781  1.86927
H  -2.58264  -1.38438  1.07849
H  -3.69430  -2.73005  1.59587
H  -5.65843  -0.46634  3.01751
H  -5.59364  -2.19532  2.70289
N  -1.19254  -5.97802  1.58853
C  -0.81272  -4.74010  1.49742
N  -1.36395  -4.07176  0.50205
O  -0.03992  -4.19393  2.24466
H  -2.06216  -6.30144  1.18946
H  -0.60849  -6.43058  2.27713
H  -2.19967  -4.49814  0.12804
H  -1.13682  -3.09807  0.35910
N  0.23632  1.17827  0.24164
C  -0.71256  0.41154  -0.23722
N  -1.30350  1.00254  -1.25766
O  -0.90862  -0.66029  0.29818
H  0.66012  0.73812  1.04585
H  0.61960  2.05359  -0.08549
H  -1.13717  1.90182  -1.68631
H  -2.02060  0.36981  -1.58247
N  2.43424  3.11544  4.84258
C  3.07879  3.05471  3.77714
N  2.18019  2.78373  2.85186
O  4.21107  3.46677  3.61353
H  1.44635  2.92062  4.76373
H  2.90149  3.65128  5.55997
H  1.21967  2.63377  3.12573
H  2.34382  2.63651  1.86613
N  -1.65629  1.56650  2.84252
C  -1.26414  1.96277  4.04209
N  -2.21393  1.66124  4.82854
O  -0.18803  2.46526  4.35671
H  -0.97650  1.54672  2.09581
H  -2.58832  1.18152  2.78600
H  -2.94317  0.99524  4.61698
H  -2.28765  2.02921  5.76623

SMILES string: NC(N)=O.NC(N)=O.NC(N)=O.NC(N)=O.NC(N)=O.NC(N)=O.NC(N)=O.NC(N)=O.NC(N)=O.NC(N)=O.NC(N)=O.NC(N)=O
Total charge: 0
Energy above the lowest of the compared OMol25 structures with the same formula, charge and spin, kcal/mol: 177.85
Maximum force, eV/Å: 8.1

Partial charges, Löwdin, in e: atom 1 (N): 0.155, atom 2 (C): -0.771, atom 3 (N): 0.171, atom 4 (O): 0.003, atom 5 (H): 0.117, atom 6 (H): 0.091, atom 7 (H): 0.111, atom 8 (H): 0.133, atom 9 (N): 0.150, atom 10 (C): -0.764, atom 11 (N): 0.191, atom 12 (O): 0.022, atom 13 (H): 0.103, atom 14 (H): 0.112, atom 15 (H): 0.074, atom 16 (H): 0.127, atom 17 (N): 0.174, atom 18 (C): -0.700, atom 19 (N): 0.173, atom 20 (O): 0.012, atom 21 (H): 0.124, atom 22 (H): 0.088, atom 23 (H): 0.051, atom 24 (H): 0.088, atom 25 (N): 0.188, atom 26 (C): -0.761, atom 27 (N): 0.179, atom 28 (O): 0.039, atom 29 (H): 0.104, atom 30 (H): 0.096, atom 31 (H): 0.111, atom 32 (H): 0.124, atom 33 (N): 0.190, atom 34 (C): -0.752, atom 35 (N): 0.162, atom 36 (O): 0.039, atom 37 (H): 0.074, atom 38 (H): 0.063, atom 39 (H): 0.104, atom 40 (H): 0.103, atom 41 (N): 0.186, atom 42 (C): -0.779, atom 43 (N): 0.159, atom 44 (O): 0.014, atom 45 (H): 0.065, atom 46 (H): 0.067, atom 47 (H): 0.112, atom 48 (H): 0.094, atom 49 (N): 0.183, atom 50 (C): -0.736, atom 51 (N): 0.171, atom 52 (O): -0.003, atom 53 (H): 0.116, atom 54 (H): 0.101, atom 55 (H): 0.072, atom 56 (H): 0.116, atom 57 (N): 0.169, atom 58 (C): -0.780, atom 59 (N): 0.172, atom 60 (O): 0.055, atom 61 (H): 0.068, atom 62 (H): 0.107, atom 63 (H): 0.119, atom 64 (H): 0.114, atom 65 (N): 0.177, atom 66 (C): -0.768, atom 67 (N): 0.174, atom 68 (O): 0.058, atom 69 (H): 0.116, atom 70 (H): 0.130, atom 71 (H): 0.092, atom 72 (H): 0.074, atom 73 (N): 0.173, atom 74 (C): -0.741, atom 75 (N): 0.219, atom 76 (O): 0.004, atom 77 (H): 0.100, atom 78 (H): 0.059, atom 79 (H): 0.104, atom 80 (H): 0.072, atom 81 (N): 0.175, atom 82 (C): -0.813, atom 83 (N): 0.171, atom 84 (O): 0.004, atom 85 (H): 0.060, atom 86 (H): 0.132, atom 87 (H): 0.061, atom 88 (H): 0.061, atom 89 (N): 0.200, atom 90 (C): -0.707, atom 91 (N): 0.167, atom 92 (O): 0.012, atom 93 (H): 0.085, atom 94 (H): 0.053, atom 95 (H): 0.115, atom 96 (H): 0.126


Looking at E_LUMO for the records above, in order, we have -0.0505, 0.0393, -0.0136 Ha.